Formula: C9H13NO2S
Source: the OMol25 dataset
Level of theory: wB97M-V/def2-TZVPD

Geometry as XYZ:
```
26
Properties=species:S:1:pos:R:3:forces:R:3
C -2.6603 1.9268 -1.2859 0.6 -3.4 -1.5
C -2.4731 0.5875 -1.4654 0.7 1.3 1.0
S -2.3957 -0.2579 0.1592 0.4 -0.2 -0.1
C -2.2326 0.4460 1.9071 -4.5 -1.2 -1.3
O -3.4416 -1.2377 0.0767 0.1 -0.3 0.9
O -0.9405 -1.1384 0.2648 -2.1 -0.1 -0.1
C 0.1945 -0.4637 0.0830 1.1 0.7 -1.0
N 0.2045 0.8084 0.0643 -0.2 -1.0 0.1
C 1.4415 1.4379 -0.3648 -1.0 2.8 3.7
C 2.6926 0.8120 0.1723 2.2 -1.8 -1.0
C 2.5259 -0.7166 -0.1253 3.0 0.0 0.7
C 1.3549 -1.3509 -0.1752 0.8 1.0 -0.5
C 1.2548 -2.7950 -0.5855 3.4 1.8 1.5
H -2.7310 2.3400 -0.3561 -0.1 1.5 2.3
H -2.6817 2.5515 -2.1372 -0.4 0.6 -0.8
H -2.2881 -0.3765 2.6095 1.0 -0.4 -0.1
H -1.4217 1.0931 1.8344 1.2 1.1 0.5
H -3.2939 0.8567 2.0793 1.8 0.3 -0.4
H 1.3230 2.5334 -0.0003 0.5 -1.6 -0.8
H 1.5026 1.4469 -1.4044 0.0 0.0 -1.9
H 3.1303 0.8838 1.2133 -1.3 0.5 -0.7
H 3.5388 1.2472 -0.4750 -1.0 -0.9 0.8
H 3.5241 -1.3402 -0.1529 -2.1 1.2 -0.2
H 0.7985 -3.2585 0.2025 -1.6 -1.9 1.6
H 2.2986 -3.1967 -0.6560 -0.9 0.3 -0.1
H 0.7754 -2.8392 -1.4821 -1.6 -0.6 -2.4
```
Forces are in eV/Å.

Its charge is 0. Its structure (SMILES) is C=C=[S@@](C)(=O)OC1=NCCC=C1C. As for the energy above the lowest of the compared OMol25 structures with the same formula, charge and spin: 158.5 kcal/mol. The value obtained for the total energy is -25957.8255 eV. Its spin multiplicity is 1. The molar mass comes out at 199.275 g mol⁻¹. The HOMO-LUMO gap is 9.233 eV.

So, what does the natural (NBO) scheme give us? The charges, in e, come out as: -0.488, -0.374, 1.861, -0.815, -0.885, -0.662, 0.539, -0.510, -0.237, -0.464, -0.105, -0.119, -0.603, 0.175, 0.206, 0.256, 0.259, 0.242, 0.201, 0.205, 0.229, 0.225, 0.205, 0.220, 0.212, 0.225